18
Properties=species:S:1:pos:R:3:forces:R:3 method="wB97M-V/def2-TZVPD" smiles="OCCC(O)=C(Cl)Cl.O=C(Cl)Cl" multiplicity=1 e_homo_ev=-8.8597 energy_ev=-61512.5667 gap_ev=9.24 de_lowest_ev=0.341
C -0.5848 -0.5267 -0.0074 -1.084 -0.207 1.191
C 0.1911 -0.5550 1.2762 2.150 0.657 1.009
C 1.7687 -0.5854 0.9243 -0.465 -1.228 -0.246
C -1.7752 0.0289 -0.0459 -1.461 0.097 -1.010
C -0.4860 2.2110 -1.4635 0.433 -1.365 -1.744
O -0.1334 -1.1342 -1.0844 3.232 -1.324 0.327
O 2.1568 -1.9479 0.7462 1.278 -0.002 2.725
O -0.3619 1.4589 -2.3868 0.289 1.201 1.218
Cl -2.6935 -0.1616 -1.5046 -0.581 -0.084 -0.265
Cl -2.6430 0.7690 1.1860 -0.266 0.395 1.058
Cl -1.8790 3.1219 -1.1827 -0.993 0.745 0.020
Cl 0.7149 2.5447 -0.2751 0.611 0.002 0.210
H 0.0344 -1.5254 1.9626 0.068 2.225 -1.659
H -0.0251 0.4373 1.8923 0.239 -2.283 -1.269
H 2.3081 -0.2587 1.8666 -0.375 -0.162 -1.445
H 2.1440 -0.1288 -0.0448 -1.012 0.591 1.513
H 1.9167 -2.4640 0.0058 -0.945 0.210 -1.550
H -0.6529 -1.2843 -1.8649 -1.119 0.533 -0.083


21
Properties=species:S:1:pos:R:3:forces:R:3 method="wB97M-V/def2-TZVPD" s2=16.07 multiplicity=8 e_homo_ev="-12.7830 / -13.2939" energy_ev=-32348.2965 gap_ev="7.79 / 9.73" total_charge=+1 de_lowest_ev=0.000
O 1.1027 -0.2036 2.2444 1.228 0.304 0.893
C 2.0302 -0.9419 1.5340 1.435 -0.796 -0.393
C 1.7461 -0.9492 0.0372 0.587 0.229 -0.318
O 0.4131 -1.4315 -0.1376 -0.901 0.065 1.085
C -0.3223 -1.0966 -1.2961 0.053 -0.189 -0.614
C -0.6276 0.3817 -1.4210 0.311 0.060 -0.653
O -1.1842 0.8293 -0.1910 -0.028 -0.109 -0.189
C -1.6804 2.1592 -0.2182 -0.379 0.688 -0.244
H 2.0490 -1.9970 1.8823 0.091 0.465 -0.058
H 3.0494 -0.5229 1.6577 -0.380 -0.274 0.050
H 2.4270 -1.6221 -0.5045 -0.033 0.260 0.171
H 1.8429 0.0721 -0.3644 -0.038 -0.226 0.054
H -1.2643 -1.6547 -1.2017 0.261 0.035 -0.198
H 0.2253 -1.4359 -2.1858 -0.290 0.063 0.023
H -1.3647 0.5347 -2.2235 0.264 -0.040 0.114
H 0.2759 0.9743 -1.6332 -0.287 -0.096 -0.020
H -1.8481 2.4649 0.8206 -0.029 0.083 -0.210
H -0.9500 2.8272 -0.6967 -0.192 -0.154 0.224
H -2.6315 2.1865 -0.7682 0.260 0.062 0.175
H -2.4784 -0.3337 2.8681 -0.307 -0.044 0.611
Gd -0.8101 -0.2409 1.7977 -1.626 -0.384 -0.501


14
Properties=species:S:1:pos:R:3:forces:R:3 method="wB97M-V/def2-TZVPD" smiles=C[C@@]12CC[C@@H]1O2 multiplicity=1 e_homo_ev=-9.1080 energy_ev=-7359.2133 gap_ev=10.21 de_lowest_ev=3.042
C 1.6632 -0.1039 -0.1788 -2.774 -2.348 -2.211
C 0.5229 -0.7978 0.6545 0.919 1.706 2.536
C 0.6462 0.9708 -0.7004 0.196 -3.120 0.352
C -0.4288 0.2270 0.1155 -1.000 -0.136 -2.587
C -1.9504 -0.0389 -0.0849 3.062 4.354 0.204
O 0.0078 1.5288 0.4257 0.169 0.784 0.387
H 2.4245 0.2274 0.3797 3.011 1.372 1.996
H 2.0431 -0.8230 -0.9616 -0.434 1.036 0.539
H 0.2141 -1.8101 0.4793 0.261 -0.482 -0.441
H 0.6583 -0.6481 1.8000 -0.191 -0.440 -1.742
H 0.7857 1.3615 -1.7111 -0.837 0.602 0.570
H -2.2371 0.3751 0.8783 -1.283 0.064 -0.149
H -2.1163 -1.0429 -0.1189 -0.674 -2.653 -0.447
H -2.2331 0.5741 -0.9773 -0.426 -0.740 0.993


138
Properties=species:S:1:pos:R:3:forces:R:3 method="wB97M-V/def2-TZVPD" smiles="C#CCN1c2ccccc2Sc2cccc(CCCO)c21.O=C1OCCO1.O=C1OCCO1.O=C1OCCO1.O=C1OCCO1.O=C1OCCO1.O=C1OCCO1.O=C1OCCO1.O=C1OCCO1.O=C1OCCO1.O=C1OCCO1" multiplicity=1 e_homo_ev=-7.9154 energy_ev=-126497.6948 gap_ev=8.16
C 1.0992 -3.9313 1.7102 0.920 -0.602 0.182
C 0.7611 -2.9927 2.3644 -0.854 0.306 0.066
C 0.1402 -1.8571 3.0307 0.507 -0.273 -0.207
N -0.1439 -0.8055 2.0365 0.115 0.418 0.411
C 1.0555 -0.2228 1.4959 0.310 -0.359 -0.245
C 1.4896 -0.5940 0.2330 0.050 0.079 0.238
C 2.6316 -0.0151 -0.2934 0.125 -0.215 -0.577
C 3.3575 0.9327 0.4034 -0.194 0.082 0.499
C 2.9335 1.3081 1.6717 0.061 -0.125 -0.002
C 1.7941 0.7250 2.1986 -0.433 -0.135 0.546
S 1.1807 1.2081 3.7957 0.214 0.263 0.118
C -0.5472 1.2040 3.4081 0.550 -0.302 -0.048
C -1.3787 2.1927 3.9037 -0.009 0.029 -0.040
C -2.7066 2.2184 3.5080 0.700 -0.049 0.099
C -3.1683 1.2388 2.6422 -0.294 0.363 0.104
C -2.3540 0.2228 2.1705 -0.017 -0.481 -0.197
C -2.8104 -0.8591 1.2027 -0.500 1.022 -0.084
C -4.2696 -0.8001 0.7368 0.134 -0.508 0.037
C -5.2095 -1.6099 1.6082 -0.225 0.435 0.441
O -5.3401 -1.1016 2.9328 0.176 -0.238 -0.067
C -1.0109 0.2086 2.5584 -0.563 0.208 0.088
H 1.6987 -4.7211 1.3375 -0.103 -0.130 -0.471
H -0.7749 -2.2002 3.5057 -0.258 0.198 -0.027
H 0.8245 -1.5292 3.8162 -0.080 0.236 0.166
H 0.9434 -1.3355 -0.3257 -0.083 -0.101 -0.047
H 2.9572 -0.3273 -1.2745 0.057 -0.003 -0.112
H 4.2361 1.3958 -0.0146 0.162 -0.029 -0.151
H 3.4456 2.0598 2.2483 0.132 0.157 0.000
H -0.9432 2.9394 4.5500 -0.107 0.201 0.080
H -3.3273 3.0341 3.8420 -0.294 -0.067 0.024
H -4.1923 1.3264 2.3288 -0.216 -0.185 -0.106
H -2.6155 -1.8385 1.6283 0.229 -0.173 -0.064
H -2.1921 -0.7140 0.3203 0.295 -0.379 -0.080
H -4.6202 0.2204 0.6118 -0.094 0.199 0.024
H -4.3207 -1.2489 -0.2555 0.021 -0.015 -0.148
H -6.2041 -1.6778 1.1617 -0.015 -0.085 -0.228
H -4.8088 -2.6121 1.7290 -0.016 -0.219 -0.066
H -5.6631 -0.1967 2.8867 -0.105 0.088 0.171
C 1.9971 -3.7674 -4.3752 -0.089 -0.046 -0.101
C 1.7322 -2.3172 -4.0374 0.011 0.150 -0.210
O 1.7198 -2.3395 -2.6041 0.027 -0.064 -0.063
C 2.4373 -3.4111 -2.1900 -0.019 0.086 0.023
O 2.7498 -3.6036 -1.0587 0.014 -0.128 0.020
O 2.7387 -4.2187 -3.2298 -0.029 0.103 0.019
H 2.5797 -3.8971 -5.2826 0.130 -0.079 0.104
H 1.0791 -4.3475 -4.4547 -0.005 0.013 0.024
H 2.5319 -1.6520 -4.3694 0.039 -0.019 0.067
H 0.7829 -1.9573 -4.4255 -0.082 -0.031 0.187
C 0.1404 2.4441 0.0954 -0.111 -0.041 0.212
C -0.8821 3.4267 0.6202 0.003 -0.208 0.275
O -0.7316 4.5396 -0.2813 0.011 -0.123 -0.171
C -0.2085 4.0683 -1.4278 0.150 -0.081 0.157
O -0.1062 4.6937 -2.4422 0.067 0.170 -0.046
O 0.1906 2.7900 -1.2993 -0.016 0.110 -0.069
H -0.1558 1.4059 0.2225 -0.044 0.219 -0.288
H 1.1303 2.5864 0.5332 -0.120 0.062 -0.120
H -1.8995 3.0398 0.5458 -0.023 0.072 -0.042
H -0.6859 3.7271 1.6454 0.014 0.216 -0.089
C 4.2183 3.7470 -3.5528 -0.025 0.151 -0.046
C 2.8370 3.1446 -3.4193 -0.147 0.201 0.049
O 3.0909 1.7528 -3.6488 0.101 -0.024 -0.012
C 4.3870 1.5032 -3.3545 -0.057 0.135 0.002
O 4.8673 0.4188 -3.2820 0.004 -0.114 0.005
O 5.0641 2.6611 -3.1562 -0.062 -0.073 -0.016
H 4.3746 4.6079 -2.9082 0.111 -0.106 0.096
H 4.4587 4.0218 -4.5818 0.003 -0.044 -0.004
H 2.4204 3.2649 -2.4201 0.014 -0.039 -0.002
H 2.1267 3.5290 -4.1456 -0.038 -0.158 -0.029
C -3.2630 5.0452 -4.6896 0.098 0.111 -0.029
C -2.8220 3.8769 -3.8385 0.110 -0.085 0.003
O -4.0544 3.4578 -3.2354 -0.013 0.065 -0.109
C -5.0751 3.8692 -4.0252 0.000 -0.010 0.025
O -6.2085 3.5421 -3.8921 -0.024 -0.005 -0.004
O -4.6235 4.7102 -4.9889 0.044 -0.028 0.047
H -2.6864 5.1516 -5.6046 -0.146 -0.042 -0.086
H -3.2444 5.9896 -4.1429 -0.014 -0.026 0.031
H -2.4248 3.0528 -4.4348 -0.049 0.002 -0.019
H -2.0952 4.1539 -3.0858 -0.170 -0.014 0.054
C -8.2449 -0.6906 6.8666 -0.086 -0.071 0.146
C -8.9612 -1.1030 5.5980 -0.129 -0.160 0.033
O -8.4806 -0.1421 4.6539 0.030 0.007 0.065
C -7.2897 0.3221 5.0948 0.056 -0.105 -0.039
O -6.5519 0.9994 4.4548 0.034 0.174 -0.059
O -7.0500 -0.0909 6.3587 -0.073 0.036 -0.031
H -8.0036 -1.5277 7.5163 0.169 0.031 -0.040
H -8.7994 0.0578 7.4357 -0.002 0.014 -0.035
H -8.6746 -2.1002 5.2604 0.049 0.020 0.004
H -10.0437 -1.0492 5.6788 0.009 0.134 -0.117
C 2.1895 5.3140 6.1177 -0.238 0.076 0.215
C 3.6672 5.0779 6.3099 0.065 0.043 0.184
O 4.0026 4.3175 5.1403 -0.077 0.064 -0.018
C 3.0861 4.5869 4.1837 -0.027 -0.030 0.002
O 3.1763 4.2459 3.0479 0.014 0.040 -0.086
O 2.0519 5.2974 4.6909 0.154 -0.081 0.017
H 1.8542 6.2624 6.5232 -0.053 0.041 -0.166
H 1.5813 4.5115 6.5380 0.025 -0.013 -0.005
H 4.2429 6.0047 6.3088 -0.008 -0.006 -0.041
H 3.8915 4.5206 7.2141 0.071 -0.130 -0.108
C 1.2658 -7.9034 1.4286 -0.040 0.095 -0.118
C 0.6767 -7.4126 2.7336 -0.089 0.187 -0.006
O 0.7920 -8.5666 3.5728 0.051 -0.005 -0.098
C 1.7877 -9.3474 3.0856 0.004 -0.019 0.007
O 2.2424 -10.2902 3.6439 0.008 -0.017 0.010
O 2.1906 -8.9021 1.8691 -0.066 0.030 0.053
H 1.7803 -7.1272 0.8678 0.154 -0.099 0.020
H 0.5208 -8.3739 0.7842 -0.012 -0.013 0.032
H 1.2512 -6.5962 3.1743 0.021 -0.016 -0.015
H -0.3624 -7.1068 2.6448 -0.033 -0.116 0.110
C 1.2486 9.6297 9.3253 -0.056 0.179 -0.008
C 0.0307 8.7495 9.5091 -0.154 0.119 0.050
O 0.5077 7.4757 9.0616 0.057 0.044 -0.010
C 1.8552 7.4615 9.1862 0.007 0.007 0.075
O 2.5330 6.4936 9.0551 0.040 -0.039 -0.098
O 2.3236 8.6959 9.4764 -0.067 -0.037 -0.019
H 1.3244 10.4203 10.0668 0.143 -0.085 0.061
H 1.3020 10.0675 8.3271 -0.006 -0.037 -0.009
H -0.2705 8.6635 10.5542 0.041 -0.012 0.004
H -0.8228 9.0665 8.9159 0.022 -0.151 -0.092
C -0.0962 -5.1132 -9.1262 0.028 0.011 -0.187
C 0.9093 -5.8049 -8.2403 0.229 -0.244 -0.066
O 0.7571 -5.1133 -6.9932 -0.124 0.011 -0.127
C -0.4866 -4.5728 -6.9675 -0.038 0.047 -0.041
O -0.9756 -4.0718 -6.0056 0.020 0.034 0.044
O -1.0804 -4.6745 -8.1748 0.095 -0.026 0.055
H -0.5368 -5.7756 -9.8643 -0.169 0.036 0.080
H 0.3223 -4.2428 -9.6321 0.003 0.008 0.033
H 0.6758 -6.8598 -8.0863 -0.035 0.019 0.010
H 1.9259 -5.7145 -8.6058 0.036 0.126 0.149
C 5.5462 -6.5864 -11.1169 0.192 -0.027 -0.033
C 5.3809 -5.3371 -10.2779 0.179 0.040 0.077
O 4.0270 -4.9609 -10.5600 -0.001 -0.068 0.028
C 3.3577 -6.0651 -10.9650 0.020 -0.020 -0.090
O 2.1784 -6.1196 -11.1116 -0.059 -0.001 0.062
O 4.2074 -7.0934 -11.1731 0.001 0.080 0.015
H 6.2122 -7.3194 -10.6700 -0.146 -0.104 0.020
H 5.8810 -6.3686 -12.1321 -0.034 0.026 0.002
H 5.4750 -5.5350 -9.2090 -0.026 -0.025 -0.010
H 6.0635 -4.5385 -10.5547 -0.145 0.091 -0.057


16
Properties=species:S:1:pos:R:3:forces:R:3 method="wB97M-V/def2-TZVPD" s2=2.01 multiplicity=3 e_homo_ev="-4.2830 / -9.5161" energy_ev=-15084.2084 gap_ev="5.36 / 7.39" de_lowest_ev=1.506
C -0.9910 0.2933 -0.4452 -4.964 -0.048 -3.166
C -1.7712 1.3496 -1.1682 0.037 -0.056 0.102
C -1.5012 -1.1108 -0.5678 0.731 0.069 0.236
C 2.2680 0.6604 1.7250 -0.120 -0.257 0.339
N 0.0397 0.6505 0.1806 4.971 -2.085 4.247
P 1.0013 -0.5762 1.2028 -0.541 2.881 -1.164
H -1.2743 2.3112 -1.0693 -0.094 0.128 -0.145
H -2.7702 1.4178 -0.7351 -0.279 0.213 -0.052
H -1.8711 1.0865 -2.2210 -0.062 0.186 -0.197
H -1.4386 -1.6113 0.3993 -0.181 -0.234 0.122
H -0.8502 -1.6530 -1.2568 -0.072 -0.461 -0.181
H -2.5223 -1.1444 -0.9442 0.026 0.126 0.057
H 1.8970 1.2144 2.5866 0.025 -0.014 -0.012
H 2.4477 1.3508 0.9039 0.098 -0.087 0.033
H 3.1872 0.1493 2.0058 0.073 0.030 -0.014
H 1.7327 -1.0453 0.0985 0.352 -0.390 -0.204


16
Properties=species:S:1:pos:R:3:forces:R:3 method="wB97M-V/def2-TZVPD" smiles=NC[C@H](N)CS multiplicity=1 e_homo_ev=-8.8541 energy_ev=-17087.9522 gap_ev=9.79 de_lowest_ev=0.652
C 0.3070 1.4378 0.0696 1.028 -1.660 0.196
C 0.5166 -0.0795 0.6426 -0.821 1.624 -0.082
C -0.8692 -0.6704 0.6351 -0.604 -0.799 -1.301
H 0.1389 2.0682 -1.9293 1.103 -0.386 0.401
H -1.1846 1.6480 -1.3941 1.328 -1.399 0.672
H 1.2896 1.8791 0.0435 0.424 0.189 0.003
H -0.3063 2.0754 0.7152 -0.159 -0.412 -0.016
H 0.8408 -0.1001 1.7143 0.298 0.361 -0.980
H 1.6820 -1.7413 0.1163 -0.440 0.674 -0.127
H 1.1643 -0.8246 -1.1987 -0.158 0.097 0.599
H -1.2750 -0.5768 -0.3844 0.321 -0.623 0.141
H -1.6256 -0.1650 1.1883 -0.205 0.682 1.041
H -1.1013 -3.0750 0.0817 0.207 0.572 0.631
N -0.1711 1.3038 -1.3212 -2.623 1.884 -0.701
N 1.4329 -0.8030 -0.2131 0.754 0.023 0.047
S -0.8389 -2.3766 1.2343 -0.451 -0.826 -0.524


Repeat the fifth record exactly.
16
Properties=species:S:1:pos:R:3:forces:R:3 method="wB97M-V/def2-TZVPD" s2=2.01 multiplicity=3 e_homo_ev="-4.2830 / -9.5161" energy_ev=-15084.2084 gap_ev="5.36 / 7.39" de_lowest_ev=1.506
C -0.9910 0.2933 -0.4452 -4.964 -0.048 -3.166
C -1.7712 1.3496 -1.1682 0.037 -0.056 0.102
C -1.5012 -1.1108 -0.5678 0.731 0.069 0.236
C 2.2680 0.6604 1.7250 -0.120 -0.257 0.339
N 0.0397 0.6505 0.1806 4.971 -2.085 4.247
P 1.0013 -0.5762 1.2028 -0.541 2.881 -1.164
H -1.2743 2.3112 -1.0693 -0.094 0.128 -0.145
H -2.7702 1.4178 -0.7351 -0.279 0.213 -0.052
H -1.8711 1.0865 -2.2210 -0.062 0.186 -0.197
H -1.4386 -1.6113 0.3993 -0.181 -0.234 0.122
H -0.8502 -1.6530 -1.2568 -0.072 -0.461 -0.181
H -2.5223 -1.1444 -0.9442 0.026 0.126 0.057
H 1.8970 1.2144 2.5866 0.025 -0.014 -0.012
H 2.4477 1.3508 0.9039 0.098 -0.087 0.033
H 3.1872 0.1493 2.0058 0.073 0.030 -0.014
H 1.7327 -1.0453 0.0985 0.352 -0.390 -0.204